(1)
A cluster of 2 separate species, C3H9N2O2 in total. Source: the Open Molecules 2025 dataset; level of theory: ωB97M-V/def2-TZVPD.

Structure (XYZ):
```
16
Properties=species:S:1:pos:R:3:forces:R:3
O -1.25141 -0.65727 1.02841 -0.158 4.382 -0.575
O 0.02009 1.16404 -0.38971 0.728 0.263 -0.935
N -2.45847 1.35009 0.58594 3.567 0.678 0.707
N 1.69059 -0.48141 -0.92841 -0.672 1.352 0.446
C 1.56464 -1.27590 0.28292 0.046 0.192 0.364
C 0.36999 0.13269 -1.19466 0.937 -3.350 1.578
C -1.30459 0.64556 0.98218 -2.699 -7.114 3.957
H -3.16871 0.78909 0.15311 0.251 -0.325 -0.813
H 2.53192 -1.71483 0.51970 -0.066 0.145 0.402
H 2.31231 0.32081 -0.75651 0.027 -0.583 -0.112
H -0.67850 1.14031 1.72386 0.341 0.656 -0.542
H -1.68291 1.79290 0.03617 -2.642 1.829 -1.668
H 0.85743 -2.07963 0.10960 -0.063 -0.311 -0.222
H 0.45812 0.32243 -2.21935 -0.791 1.204 -1.894
H -0.32858 -0.75658 -1.02168 0.342 1.382 -0.644
H 1.06807 -0.69228 1.08844 0.854 -0.399 -0.049
```
Positions in Å, forces in eV/Å.

Properties
**Energy above the lowest of the compared OMol25 structures with the same formula, charge and spin**: 3.1760 eV
**E_tot**: -10327.3064 eV
**E_HOMO (spin up / spin down)**: -9.6 / -9.4 eV
**Gap between HOMO and LUMO (spin up / spin down)**: 10.6 / 6.2 eV
**Strongest force on any atom**: 0.1668 Eh/bohr
**2S+1**: 2

(2)
A cluster of 2 separate species, C4H13NO in total. Source: the Open Molecules 2025 dataset; level of theory: ωB97M-V/def2-TZVPD.

Structure (XYZ):
```
19
Properties=species:S:1:pos:R:3:forces:R:3
O -3.07076 0.43052 -0.33155 0.174 0.412 -0.252
N -0.07641 0.06483 0.40804 -0.517 -0.487 -0.251
C -0.78092 -0.65454 -1.82532 -0.811 0.325 -0.657
C 2.01205 -0.51307 1.62650 -0.571 -0.132 -0.918
C 0.98586 0.58872 1.21500 2.191 -0.050 0.489
C -0.15948 0.48091 -1.02410 0.730 -0.306 1.799
H -2.89339 0.55186 0.59937 -0.171 -0.174 0.573
H 2.90981 -0.09669 2.08192 -0.234 -0.061 0.398
H -0.03481 -1.19039 -2.41224 0.017 -0.069 0.244
H 2.35993 -1.10196 0.76261 -0.139 0.346 -0.026
H 1.48020 -1.23437 2.24933 0.340 0.067 0.412
H -1.33355 -1.31710 -1.16802 0.177 -0.267 0.150
H -2.25182 0.80578 -0.68902 -0.555 -0.216 -0.140
H -1.56201 -0.33999 -2.52891 0.316 0.233 0.004
H 1.58414 1.36463 0.70708 -0.515 -0.061 -0.150
H -0.03068 -0.94463 0.46266 -0.149 0.012 -0.138
H 0.68151 1.02819 2.17012 -0.508 0.159 -0.215
H -0.68261 1.45006 -0.92963 0.225 -0.249 -1.022
H 0.86294 0.62722 -1.37383 -0.002 0.517 -0.300
```
Positions in Å, forces in eV/Å.

Properties
**Energy above the lowest of the compared OMol25 structures with the same formula, charge and spin**: 1.0353 eV
**E_tot**: -7895.6256 eV
**E_HOMO**: -8.9 eV
**Gap between HOMO and LUMO**: 9.9 eV
**Strongest force on any atom**: 0.0437 Eh/bohr
**2S+1**: 1

Which of these has the highest E_tot? C4H13NO